Density functional theory data (the ωB97M-V functional and the def2-TZVPD basis) for C36H38Ge2I2N2OPdTe as an isolated structure in a non-equilibrium geometry.

Summary:
**Lowest unoccupied orbital energy (alpha / beta)**: -2.45 / -5.27 eV
**HOMO energy (alpha / beta)**: -8.9 / -10.6 eV
**Total charge**: +1
**<S²>**: 3.80
**Relative energy (zero: lowest compared OMol25 entry of this formula, charge and spin)**: 22.2 kcal per mole
**Energy**: -182974.634 eV
**Multiplicity**: 4

Cartesian coordinates (Å):
Pd  -0.296  0.966  1.106
I  -6.052  1.587  4.808
C  -4.629  1.474  3.282
C  -3.713  2.514  3.116
C  -2.808  2.429  2.092
I  -1.273  3.852  1.885
C  -2.784  1.336  1.159
O  -2.169  1.400  0.044
C  -3.587  0.192  1.533
C  -3.232  -1.122  0.903
N  -1.837  -1.442  1.264
C  -1.585  -1.841  2.653
C  -1.426  -0.687  3.628
C  -2.197  -0.639  4.782
C  -1.984  0.358  5.718
C  -0.988  1.290  5.483
C  -0.268  1.190  4.310
N  -0.472  0.235  3.396
C  -4.520  0.301  2.530
H  -3.710  3.369  3.777
H  -3.933  -1.904  1.221
H  -3.267  -1.035  -0.183
H  -1.532  -2.190  0.653
H  -2.368  -2.508  3.035
H  -0.643  -2.393  2.661
H  -2.966  -1.384  4.939
H  -2.585  0.404  6.616
H  -0.768  2.072  6.196
H  0.536  1.887  4.104
H  -5.152  -0.547  2.764
C  2.282  -1.330  1.441
Te  2.165  0.768  1.907
C  3.743  0.925  0.445
C  4.339  -0.452  0.329
C  5.586  -0.639  -0.256
C  6.130  -1.909  -0.348
C  5.429  -3.002  0.141
C  4.183  -2.822  0.720
C  3.633  -1.549  0.817
H  1.473  -1.566  0.743
H  2.156  -1.920  2.348
H  4.481  1.657  0.768
H  3.318  1.247  -0.504
H  6.126  0.219  -0.639
H  7.112  -2.044  -0.782
H  5.861  -3.993  0.084
H  3.636  -3.673  1.109
C  1.004  3.571  -1.419
Ge  -0.529  2.554  -2.205
C  -2.257  3.517  -2.168
C  -0.154  2.366  -4.161
Ge  0.003  -0.021  -1.199
C  -1.365  -1.124  -2.137
C  -2.354  -0.544  -2.928
C  -3.348  -1.319  -3.509
C  -3.370  -2.691  -3.299
C  -2.393  -3.284  -2.513
C  -1.398  -2.506  -1.939
C  1.700  -0.386  -2.196
C  2.147  -1.706  -2.272
C  3.370  -2.008  -2.851
C  4.159  -0.995  -3.374
C  3.728  0.323  -3.309
C  2.511  0.623  -2.711
H  0.697  4.598  -1.217
H  1.822  3.589  -2.141
H  1.349  3.112  -0.497
H  -2.296  4.102  -3.088
H  -2.338  4.179  -1.309
H  -3.093  2.819  -2.157
H  0.293  3.320  -4.454
H  -1.092  2.239  -4.700
H  0.523  1.556  -4.419
H  -2.349  0.529  -3.089
H  -4.107  -0.853  -4.124
H  -4.146  -3.295  -3.750
H  -2.409  -4.354  -2.347
H  -0.631  -2.987  -1.338
H  1.531  -2.508  -1.878
H  3.711  -3.035  -2.891
H  5.109  -1.231  -3.837
H  4.342  1.116  -3.717
H  2.186  1.655  -2.653

Density functional theory data (the ωB97M-V functional and the def2-TZVPD basis) for a 2-piece molecular cluster, C6H12NS overall in a non-equilibrium geometry.

Summary:
**Lowest unoccupied orbital energy**: -3.51 eV
**HOMO energy**: -11.8 eV
**Total charge**: +1
**Relative energy (zero: lowest compared OMol25 entry of this formula, charge and spin)**: 91.1 kcal per mole
**Energy**: -18731.303 eV

Cartesian coordinates (Å):
C  -1.012  -0.553  0.012
C  0.137  0.046  0.129
C  -2.095  0.458  -0.077
C  -1.496  1.826  0.178
C  -1.208  -1.984  -0.117
C  2.162  -0.665  0.235
N  2.815  0.556  -0.210
S  0.230  1.763  -0.098
H  -2.241  0.379  -1.150
H  -2.994  0.170  0.506
H  -1.843  2.533  -0.539
H  -1.753  2.119  1.333
H  -0.289  -2.340  -0.260
H  -2.057  -2.101  -0.710
H  -1.589  -2.477  0.744
H  2.227  -1.505  -0.528
H  2.182  -0.808  1.333
H  2.306  1.349  0.328
H  2.696  0.750  -1.179
H  3.819  0.485  0.069

Density functional theory data (the ωB97M-V functional and the def2-TZVPD basis) for one molecule with the formula C4H6O2 in a non-equilibrium geometry.

Summary:
**Lowest unoccupied orbital energy**: 0.82 eV
**Structure (SMILES)**: O=C1C[C@H]1CO
**HOMO energy**: -9.3 eV
**Relative energy (zero: lowest compared OMol25 entry of this formula, charge and spin)**: 81.8 kcal per mole
**Energy**: -8336.915 eV

Cartesian coordinates (Å):
C  0.432  0.307  -1.145
C  0.588  0.450  0.379
C  -0.818  0.243  0.952
O  -1.299  -0.933  0.306
C  0.866  -0.880  -0.121
O  1.396  -1.937  -0.025
H  -1.050  -0.791  -0.635
H  -0.433  0.880  -1.540
H  1.286  0.415  -1.799
H  1.310  1.108  0.850
H  -1.497  1.081  0.750
H  -0.779  0.055  2.029

Density functional theory data (the ωB97M-V functional and the def2-TZVPD basis) for a 2-piece molecular cluster, C3H9N2 overall in a non-equilibrium geometry.

Summary:
**Lowest unoccupied orbital energy**: -3.67 eV
**HOMO energy**: -14.3 eV
**Total charge**: +1
**Relative energy (zero: lowest compared OMol25 entry of this formula, charge and spin)**: 98.4 kcal per mole
**Energy**: -6226.780 eV

Cartesian coordinates (Å):
C  -2.329  0.474  -0.011
C  -2.123  -0.782  0.353
C  1.761  -0.484  0.431
N  2.850  -0.363  -0.236
N  0.732  0.465  -0.020
H  -2.816  0.773  -0.846
H  -1.763  1.212  0.704
H  -1.479  -1.058  1.238
H  -2.565  -1.653  -0.144
H  2.884  0.184  -1.166
H  3.663  -0.813  0.038
H  -0.345  0.040  0.109
H  0.726  0.770  -1.086
H  0.805  1.235  0.637

Density functional theory data (the ωB97M-V functional and the def2-TZVPD basis) for a 5-piece molecular cluster, C31H52F4NO15 overall in a non-equilibrium geometry.

Summary:
**Lowest unoccupied orbital energy**: 2.17 eV
**HOMO energy**: -1.6 eV
**Total charge**: -1
**Energy**: -76060.901 eV

Cartesian coordinates (Å):
C  0.534  -0.225  4.220
C  1.383  -1.392  3.719
C  1.627  -1.325  2.204
C  2.893  -0.528  1.860
C  2.842  0.210  0.516
C  1.630  1.154  0.413
C  1.817  2.436  -0.414
C  1.446  2.283  -1.920
C  1.512  0.873  -2.516
C  0.198  0.070  -2.367
C  0.436  -1.376  -1.931
C  -0.742  -2.345  -2.164
N  -1.019  -3.255  -1.042
C  0.886  3.465  0.160
O  -0.518  3.026  0.314
C  -1.514  3.750  -0.346
C  -2.528  4.358  0.637
O  -3.774  3.667  0.571
C  -3.807  2.553  1.434
C  -5.088  1.799  1.171
O  -4.951  1.082  -0.032
C  -5.684  -0.125  -0.125
C  -4.984  -1.048  -1.124
H  1.035  0.724  4.041
H  0.313  -0.330  5.283
H  -0.421  -0.235  3.696
H  0.875  -2.322  3.988
H  2.338  -1.413  4.252
H  0.745  -0.891  1.740
H  1.736  -2.352  1.846
H  3.740  -1.219  1.916
H  3.050  0.215  2.646
H  2.842  -0.545  -0.279
H  3.742  0.816  0.422
H  0.742  0.568  0.146
H  1.446  1.488  1.444
H  0.437  2.662  -2.158
H  2.133  2.907  -2.503
H  2.348  0.304  -2.115
H  1.707  0.967  -3.591
H  -0.377  0.101  -3.293
H  -0.381  0.579  -1.592
H  1.303  -1.746  -2.488
H  0.723  -1.391  -0.881
H  -1.646  -1.780  -2.386
H  -0.478  -2.986  -3.003
H  -1.176  -2.704  -0.206
H  -0.190  -3.808  -0.863
H  1.237  3.767  1.153
H  0.891  4.356  -0.477
H  -1.105  4.500  -1.027
H  -2.093  3.047  -0.957
H  -2.109  4.238  1.637
H  -2.714  5.410  0.434
H  -2.959  1.890  1.238
H  -3.769  2.875  2.481
H  -5.890  2.541  1.110
H  -5.290  1.148  2.026
H  -5.742  -0.596  0.857
H  -6.697  0.090  -0.480
H  -5.529  -1.125  -2.059
H  -3.981  -0.671  -1.295
H  -4.888  -2.050  -0.711
C  3.524  3.428  5.704
C  4.066  2.023  5.867
O  4.235  1.608  4.534
C  4.453  2.724  3.763
O  4.891  2.717  2.673
O  4.127  3.838  4.478
F  3.183  1.199  6.490
H  2.438  3.414  5.597
H  3.808  4.101  6.509
H  5.023  1.964  6.390
C  -6.444  3.748  -1.351
C  -7.061  3.813  -2.729
O  -7.793  5.024  -2.686
C  -7.194  5.839  -1.767
O  -7.420  6.996  -1.653
O  -6.313  5.139  -1.026
F  -7.918  2.785  -2.968
H  -7.123  3.274  -0.641
H  -5.481  3.245  -1.321
H  -6.340  3.861  -3.546
C  4.199  -3.361  -0.267
C  4.844  -4.662  -0.686
O  3.803  -5.606  -0.475
C  2.620  -4.943  -0.603
O  1.571  -5.480  -0.744
O  2.819  -3.615  -0.576
F  5.908  -5.004  0.085
H  4.306  -3.187  0.804
H  4.563  -2.496  -0.813
H  5.139  -4.709  -1.734
C  2.301  -6.680  -4.559
C  3.355  -7.184  -3.596
O  4.331  -6.157  -3.652
C  3.694  -4.997  -3.992
O  4.146  -3.914  -3.846
O  2.453  -5.263  -4.450
F  3.912  -8.352  -4.005
H  2.526  -6.995  -5.579
H  1.290  -6.974  -4.294
H  3.015  -7.296  -2.565

Density functional theory data (the ωB97M-V functional and the def2-TZVPD basis) for a 9-piece molecular cluster, C12H42N12O12 overall in a non-equilibrium geometry.

Summary:
**Lowest unoccupied orbital energy**: 0.34 eV
**Structure (SMILES)**: NC(N)=O.NC(N)=O.NC(N)=O.NC(N)=O.NC(N)=O.NC(N)=O.OCCO.OCCO.OCCO
**HOMO energy**: -8.8 eV
**Relative energy (zero: lowest compared OMol25 entry of this formula, charge and spin)**: 10.2 kcal per mole
**Energy**: -55581.605 eV

Cartesian coordinates (Å):
C  -3.278  -4.246  -1.578
O  -3.225  -4.629  -0.398
N  -3.610  -5.081  -2.580
N  -3.103  -2.972  -1.988
H  -3.488  -4.995  -3.569
H  -3.907  -6.001  -2.291
H  -2.762  -2.264  -1.360
H  -3.293  -2.779  -2.952
C  -2.968  3.132  3.431
O  -3.261  4.108  4.132
N  -1.953  2.315  3.769
N  -3.515  2.820  2.217
H  -1.487  1.749  3.074
H  -1.514  2.558  4.640
H  -4.418  3.261  2.135
H  -3.295  1.910  1.848
C  1.975  2.683  4.025
O  0.916  3.273  4.223
N  2.022  1.450  3.479
N  3.195  3.170  4.429
H  1.156  0.936  3.451
H  2.837  0.966  3.153
H  3.284  4.168  4.494
H  3.954  2.540  4.249
C  -1.070  3.873  -0.550
O  -1.030  2.749  -1.069
N  -0.014  4.766  -0.481
N  -2.225  4.400  -0.137
H  0.889  4.352  -0.621
H  -0.158  5.713  -0.200
H  -2.185  5.325  0.248
H  -3.059  3.850  -0.073
C  -0.662  0.531  -3.889
O  -0.768  -0.200  -4.875
N  0.490  0.707  -3.198
N  -1.732  1.128  -3.280
H  0.429  1.044  -2.250
H  1.331  0.234  -3.475
H  -2.523  1.333  -3.862
H  -1.581  1.654  -2.427
C  1.576  -1.962  -2.423
O  1.794  -1.465  -1.301
N  2.568  -2.516  -3.132
N  0.356  -2.040  -2.983
H  2.439  -3.058  -3.965
H  3.490  -2.553  -2.730
H  0.326  -2.370  -3.928
H  -0.428  -1.621  -2.514
C  -0.179  -4.230  1.515
C  -0.023  -3.237  2.689
O  -1.125  -2.374  2.829
O  -1.337  -5.027  1.683
H  0.698  -4.875  1.427
H  -0.194  -3.722  0.545
H  0.931  -2.748  2.482
H  0.089  -3.862  3.578
H  -1.928  -2.891  2.954
H  -2.070  -4.658  1.162
C  -1.082  -0.055  -0.406
C  -0.273  0.450  0.780
O  -1.073  0.346  1.941
O  -1.322  -1.447  -0.190
H  -0.601  0.130  -1.371
H  -2.042  0.459  -0.469
H  0.167  1.440  0.655
H  0.612  -0.198  0.833
H  -1.085  -0.592  2.211
H  -0.518  -1.792  0.214
C  5.055  0.860  -1.493
C  3.788  1.143  -0.701
O  3.450  0.106  0.213
O  4.832  -0.168  -2.472
H  5.896  0.569  -0.859
H  5.381  1.791  -1.970
H  2.944  1.409  -1.341
H  3.974  1.978  -0.022
H  2.926  -0.546  -0.290
H  5.598  -0.207  -3.049

Density functional theory data (the ωB97M-V functional and the def2-TZVPD basis) for one molecule with the formula C20H19NO5 in a non-equilibrium geometry.

Summary:
**Lowest unoccupied orbital energy**: -0.13 eV
**Structure (SMILES)**: O=C(C1=C(O)C(=O)N(C[C@H]2CCCO2)[C@H]1c1ccccc1)c1ccco1
**HOMO energy**: -8.9 eV
**Relative energy (zero: lowest compared OMol25 entry of this formula, charge and spin)**: 44.9 kcal per mole
**Energy**: -32775.530 eV

Cartesian coordinates (Å):
O  -3.510  -2.600  0.735
C  -2.707  -1.684  0.729
C  -3.127  -0.341  1.152
C  -4.411  0.095  1.387
C  -4.308  1.447  1.763
C  -2.975  1.738  1.739
O  -2.258  0.672  1.374
H  -2.436  2.639  1.957
H  -5.108  2.112  2.018
H  -5.298  -0.497  1.292
C  -1.325  -1.861  0.280
C  -0.751  -3.046  -0.045
O  -1.204  -4.288  0.022
H  -0.489  -4.877  -0.283
C  0.637  -2.809  -0.526
O  1.416  -3.683  -0.866
N  0.822  -1.477  -0.510
C  2.067  -0.830  -0.815
H  2.668  -1.544  -1.384
H  1.872  0.061  -1.418
C  2.835  -0.428  0.446
H  2.869  -1.286  1.138
O  2.191  0.665  1.078
C  3.134  1.274  1.936
C  4.533  1.013  1.340
H  5.006  1.937  1.014
H  5.178  0.540  2.078
C  4.256  0.074  0.160
H  4.969  -0.742  0.091
H  4.257  0.626  -0.781
H  3.055  0.840  2.941
H  2.883  2.335  1.993
C  -0.334  -0.758  0.002
C  -0.818  0.261  -1.006
C  -0.404  1.582  -0.899
C  -0.826  2.522  -1.823
C  -1.663  2.148  -2.861
C  -2.069  0.829  -2.977
C  -1.646  -0.113  -2.056
H  -1.967  -1.140  -2.147
H  -2.720  0.532  -3.786
H  -1.997  2.882  -3.579
H  -0.503  3.549  -1.732
H  0.249  1.865  -0.087
H  -0.042  -0.233  0.919

Density functional theory data (the ωB97M-V functional and the def2-TZVPD basis) for a 7-piece molecular cluster, H14O7 overall in a non-equilibrium geometry.

Summary:
**Lowest unoccupied orbital energy**: -0.38 eV
**Structure (SMILES)**: O.O.O.O.O.O.O
**HOMO energy**: -10.7 eV
**Relative energy (zero: lowest compared OMol25 entry of this formula, charge and spin)**: 42.9 kcal per mole
**Energy**: -14559.603 eV

Cartesian coordinates (Å):
O  18.125  -6.953  -10.238
H  17.445  -6.284  -10.225
H  17.709  -7.795  -10.203
O  17.477  -3.607  -12.021
H  17.038  -2.975  -12.615
H  17.278  -4.457  -12.328
O  16.199  -1.634  -13.313
H  15.761  -1.572  -14.189
H  16.218  -0.714  -12.957
O  16.117  -6.102  -12.338
H  15.901  -5.837  -13.226
H  15.469  -5.671  -11.757
O  13.677  -2.306  -12.292
H  13.497  -1.714  -11.561
H  14.592  -2.068  -12.599
O  15.885  -2.531  -9.942
H  16.426  -2.938  -10.636
H  16.149  -1.616  -10.002
O  19.632  -2.620  -10.605
H  19.163  -3.123  -11.235
H  19.756  -1.775  -11.025